No. 1
Entry from OMol25: one molecule with the formula C3H3NS3 in a non-equilibrium geometry (ωB97M-V/def2-TZVPD).

HOMO-LUMO gap (eV): 6.41
Structure (SMILES): NC(=S)C(=S)C=S
Max |F| (eV Å⁻¹): 5.92
2S+1: 1
E_tot (hartree): -1365.31544
HOMO (eV): -8.9

CARTESIAN COORDINATES (ANGSTROEM)
N 1.378 -1.344 0.250
C 0.775 -0.034 -0.071
S 1.489 1.527 0.166
C -0.774 -0.035 -0.269
S -1.463 -1.396 -0.977
C -1.334 1.107 0.301
S -2.630 1.735 -0.191
H 0.884 -2.167 -0.181
H 2.494 -1.094 -0.064
H -0.819 1.699 1.035

Atom charges from the natural (NBO) analysis, given in e for atoms 1 to 8: atom 1 (N): -0.804, atom 2 (C): 0.080, atom 3 (S): -0.071, atom 4 (C): -0.201, atom 5 (S): 0.118, atom 6 (C): -0.468, atom 7 (S): 0.250, atom 8 (H): 0.420

***

No. 2
Entry from OMol25: one molecule with the formula C7H11N3O in a non-equilibrium geometry (ωB97M-V/def2-TZVPD).

HOMO-LUMO gap (eV): 9.87
Structure (SMILES): NC(N)(NO)c1ccccc1
Max |F| (eV Å⁻¹): 4.07
2S+1: 1
E_tot (hartree): -512.73849
HOMO (eV): -9.0

CARTESIAN COORDINATES (ANGSTROEM)
N 2.310 -0.290 0.736
C 1.021 -0.837 0.248
N 1.273 -1.639 -0.902
N 0.569 -1.741 1.246
O -0.754 -2.302 0.832
C -0.009 0.282 -0.147
C 0.160 1.534 0.362
C -0.805 2.536 0.196
C -1.955 2.213 -0.527
C -2.131 0.905 -1.034
C -1.080 -0.046 -0.940
H 2.837 -1.118 1.168
H 1.964 0.345 1.464
H 1.580 -1.331 -1.814
H 2.026 -2.288 -0.784
H 0.425 -1.335 2.137
H -0.589 -2.681 -0.040
H 1.175 1.757 0.831
H -0.928 3.386 0.804
H -2.603 2.955 -0.808
H -3.095 0.718 -1.562
H -1.393 -1.023 -1.465

Atom charges from the natural (NBO) analysis, given in e for atoms 1 to 8: atom 1 (N): -0.825, atom 2 (C): 0.360, atom 3 (N): -0.879, atom 4 (N): -0.355, atom 5 (O): -0.600, atom 6 (C): -0.064, atom 7 (C): -0.216, atom 8 (C): -0.214

***

- Which value of max |F| does entry 1 give?
  5.92 eV Å⁻¹